80
Properties=species:S:1:pos:R:3:mulliken_charge:R:1 method="wB97M-V/def2-TZVPD" homo_ev=-4.4 e_tot_ha=-1599.6927 total_charge=-1 homo_lumo_gap_ha=0.248
C -3.45166 0.77456 1.06921 -0.89
C -2.64377 0.21244 1.98725 -0.28
C -1.16362 0.45567 2.10852 -1.06
C -0.26023 -0.48538 1.30319 3.14
C 0.08199 -1.84851 1.98985 -1.42
C -0.95020 -2.41645 2.95684 -1.08
C -2.12445 -3.15649 2.29675 -0.41
C -1.74730 -4.01762 1.08460 -0.25
C -2.89927 -4.98784 0.76520 -1.08
C -4.04940 -4.28187 0.07976 -0.53
O -3.59678 -3.67063 -1.10295 -0.29
C -4.40752 -2.61358 -1.55099 -0.55
C -0.66129 -0.90278 -0.13421 -0.91
O -1.73514 -1.00427 -0.68542 -0.38
O 0.51918 -1.20348 -0.77986 -0.35
C 1.63967 -0.76453 -0.01395 0.38
C 2.77334 -0.29160 -0.92045 -0.26
C 3.43244 -1.51944 -1.51457 -0.14
O 4.33795 -2.10662 -0.95128 -0.64
N 2.89925 -1.91898 -2.78310 0.19
C 2.89082 -3.37743 -2.90646 -1.03
C 3.72390 -1.28824 -3.81919 -1.06
C 0.99474 0.31489 0.87137 -1.92
O 0.51754 1.29110 -0.03300 0.91
C 1.34279 2.46438 -0.09757 -1.61
C 0.56042 3.72028 -0.43145 0.74
C -0.12978 4.23985 0.83403 -1.83
C -0.36873 3.58869 -1.66943 0.61
C -1.83944 3.36037 -1.31123 -1.34
C 0.10591 2.57536 -2.72077 -1.48
H -3.43363 1.83248 0.83321 0.36
H -4.19656 0.18511 0.54311 0.10
H -3.09654 -0.44335 2.72695 0.57
H -0.89775 0.30369 3.15898 0.56
H -0.95852 1.50257 1.89136 -0.06
H 0.98386 -1.64906 2.57950 0.36
H 0.38020 -2.59848 1.26600 0.42
H -1.34015 -1.67556 3.65082 0.33
H -0.43529 -3.15802 3.57069 0.50
H -2.52885 -3.84376 3.04550 0.52
H -2.94561 -2.50169 2.01623 0.03
H -1.62664 -3.41121 0.19073 0.17
H -0.85163 -4.60024 1.30038 0.41
H -3.25013 -5.48294 1.66982 0.40
H -2.52156 -5.74409 0.07362 0.35
H -4.52613 -3.57293 0.76493 0.37
H -4.83251 -5.00929 -0.17806 0.38
H -3.76206 -1.89869 -2.05600 0.13
H -4.88109 -2.07902 -0.72424 0.22
H -5.18568 -2.94070 -2.24708 0.31
H 2.09393 -1.58750 0.54223 0.38
H 3.52721 0.22014 -0.32644 0.47
H 2.40856 0.34289 -1.72326 0.04
H 2.38998 -3.77982 -2.02988 0.29
H 2.31479 -3.64044 -3.78879 0.37
H 3.90295 -3.78883 -2.94162 0.35
H 4.71150 -1.75817 -3.87471 0.37
H 3.88806 -0.23954 -3.57423 0.31
H 3.18828 -1.32519 -4.76394 0.36
H 1.60322 0.71998 1.67616 0.92
H 1.89962 2.64028 0.82415 0.74
H 2.09115 2.32079 -0.87926 0.05
H 1.31224 4.47160 -0.68118 0.40
H -0.88722 3.54586 1.19467 0.29
H -0.53949 5.23448 0.67507 0.40
H 0.65489 4.37182 1.57834 0.37
H -0.34894 4.56640 -2.15716 0.55
H -2.40973 3.24722 -2.23473 0.52
H -1.97358 2.51080 -0.65086 -0.17
H -2.21308 4.27772 -0.85959 0.36
H -0.24502 2.88521 -3.70407 0.48
H 1.18429 2.44733 -2.71963 0.28
H -0.35013 1.60224 -2.53305 0.18
C 4.46501 4.87278 2.45224 -0.95
C 3.34790 5.63298 1.69722 0.74
O 3.55296 5.85825 0.48292 -0.74
O 2.34628 5.93363 2.38749 -0.75
H 5.30159 4.63944 1.79223 0.29
H 4.83026 5.48114 3.28211 0.30
H 4.06743 3.93982 2.86042 0.18



77
Properties=species:S:1:pos:R:3:lowdin_spin:R:1 method="wB97M-V/def2-TZVPD" multiplicity=4 homo_ev="-12.2 / -12.2" e_tot_ha=-1928.9450 total_charge=+2 homo_lumo_gap_ha="0.146 / 0.117"
Re 0.33528 0.16220 -0.42670 1.62
C 0.73043 -0.09425 1.68354 0.03
C 1.82249 0.56424 1.02003 0.04
C -0.12026 1.83512 0.68541 0.04
C -0.46818 0.69195 1.48500 0.04
C 1.30881 1.75830 0.39832 0.06
C 0.84466 -1.30226 2.57948 0.01
H 1.70831 -1.90927 2.25620 0.00
H -0.08673 -1.90431 2.53283 0.00
H 1.01800 -1.00243 3.63396 0.00
C -1.77493 0.50194 2.21179 0.01
H -1.69708 -0.39344 2.84928 0.00
H -2.60105 0.36471 1.49767 0.00
H -2.01741 1.36090 2.86310 0.00
C -1.03175 3.01193 0.46795 0.02
H -0.94912 3.72509 1.31540 0.00
H -2.08304 2.69518 0.39661 0.00
H -0.75352 3.53248 -0.45962 0.00
C 2.16617 2.87107 -0.11653 0.02
H 2.40043 3.57031 0.71200 0.01
H 1.66472 3.41239 -0.91998 0.00
H 3.10850 2.46592 -0.49377 0.00
C 3.26929 0.17965 1.15364 0.01
H 3.70546 0.70254 2.02060 0.00
H 3.82757 0.47660 0.25708 0.00
H 3.36108 -0.90038 1.31954 0.00
C -0.78782 -1.80147 -0.93267 0.37
C 0.34683 -2.48906 -0.52877 0.07
C 1.59938 -2.78929 -1.27181 0.04
C 1.91930 -1.86250 -2.46493 0.01
C 1.60548 -0.38000 -2.28509 0.03
C 0.42736 0.30877 -2.67039 0.05
C -0.88413 -0.30162 -3.05654 0.02
C -1.32476 -1.59910 -2.32625 0.06
H 1.60349 -3.86542 -1.52842 0.01
H 1.56285 -2.28041 -3.41708 0.00
H 2.45142 -2.69796 -0.56648 0.00
H -1.15956 -2.47904 -2.97233 0.01
H -1.73905 -2.05593 0.08658 0.06
H 0.29124 -2.99051 0.44137 0.01
H -2.42977 -1.61294 -2.24620 0.01
H -1.70736 0.41612 -2.95298 0.00
H 0.58483 1.35764 -3.00201 0.01
H -0.86862 -0.48936 -4.15085 0.00
H 3.02293 -1.87530 -2.56808 0.00
H 2.51425 0.24205 -2.17398 0.01
P -0.93392 -0.84916 -6.36048 0.00
P -0.67472 1.97484 -7.72399 0.00
C -1.03431 -0.77556 -8.23025 0.00
C -1.45013 0.59706 -8.71794 0.00
H -1.78329 -1.50118 -8.58196 0.00
H -0.06577 -1.08800 -8.65453 0.00
H -1.16618 0.69902 -9.77777 0.00
H -2.54121 0.74276 -8.64289 0.00
C -1.56826 3.21563 -8.76240 0.00
H -1.26400 4.23537 -8.47781 0.00
H -2.64799 3.08502 -8.58546 0.00
H -1.35119 3.04839 -9.82752 0.00
C 0.88988 2.00780 -8.71744 0.00
H 0.65720 1.95825 -9.78982 0.00
H 1.52448 1.15654 -8.43535 0.00
H 1.41706 2.94570 -8.49893 0.00
C -2.55051 -1.74464 -6.24622 0.00
H -2.77772 -2.01969 -5.21352 0.00
H -2.53572 -2.63846 -6.88689 0.00
H -3.32926 -1.05669 -6.61168 0.00
C 0.32458 -2.19193 -6.43414 0.00
H 1.23272 -1.74375 -6.86113 0.00
H -0.01829 -3.00179 -7.08875 0.00
H 0.54360 -2.57107 -5.43036 0.00
C -3.04091 -3.52940 2.87019 0.02
O -2.05640 -3.21583 1.87254 0.04
C -2.51806 -2.34253 0.99358 0.18
O -3.63740 -1.86447 1.06166 0.11
H -3.99001 -3.73364 2.38028 0.00
H -3.14721 -2.65917 3.53491 0.00
H -2.66897 -4.39598 3.40826 0.00